## a
The following is a quantum chemistry calculation of C4H5ClF2 in the gas phase, from OMol25.

Last column: natural (NBO) charge in e.
Element x y z (Å)
F1 -2.927 -0.261 0.057  -0.36
C1 -1.844 0.290 -0.608  0.02
C2 -0.582 -0.375 -0.164  -0.30
C3 0.515 0.284 0.190  0.40
F2 0.560 1.618 0.148  -0.32
C4 1.785 -0.322 0.669  -0.43
Cl1 3.133 -0.038 -0.489  -0.06
H1 -2.006 0.141 -1.692  0.17
H2 -1.807 1.374 -0.431  0.18
H3 -0.604 -1.456 -0.115  0.23
H4 1.672 -1.398 0.797  0.23
H5 2.105 0.143 1.638  0.24

Results
highest occupied orbital energy	-10.16	eV
net charge	0

## b
The following is a quantum chemistry calculation of 2 unconnected molecules or ions with the total composition C4H5ClF2, from OMol25.

Last column: natural (NBO) charge in e.
Element x y z (Å)
C1 0.536 1.575 0.720  -0.28
C2 -1.839 0.735 0.360  0.02
C3 -0.724 -1.191 -0.661  -0.65
C4 -1.838 -0.739 0.273  0.49
F1 -2.921 -1.385 -0.347  -0.36
F2 -1.557 -1.405 1.423  -0.31
Cl1 -2.756 1.563 -0.730  0.18
H1 0.248 2.545 0.517  0.08
H2 0.309 1.438 1.725  0.09
H3 0.293 -1.052 -0.097  0.26
H4 -0.609 -0.834 -1.675  0.24
H5 -0.891 -2.325 -0.881  0.25

Results
highest occupied orbital energy (alpha / beta)	-9.02 / -8.91	eV
net charge	0

Of them, b has the lowest stability.

## a
The following is a quantum chemistry calculation of 2 unconnected molecules or ions with the total composition C3H4N2OS2, from OMol25.

Last column: natural (NBO) charge in e.
Element x y z (Å)
N1 -0.013 -1.777 0.010  -0.62
N2 0.864 -1.010 0.699  -0.24
C1 1.834 -0.424 0.209  -0.09
S1 2.657 -0.004 -1.301  0.07
S2 3.181 0.540 0.660  0.17
H1 -0.912 -1.768 0.474  0.38
H2 -0.080 -1.578 -0.988  0.35
C2 -0.837 1.147 0.947  -0.37
C3 -1.580 1.074 0.011  0.28
O1 -2.366 0.857 -1.011  -0.66
H3 -0.246 1.273 1.802  0.24
H4 -2.501 1.670 -1.511  0.50

Results
highest occupied orbital energy	-8.63	eV
net charge	0

## b
The following is a quantum chemistry calculation of C3H4N2OS2 in the gas phase, from OMol25.

Last column: natural (NBO) charge in e.
Element x y z (Å)
N1 1.961 -1.250 -1.506  -0.72
N2 1.683 -1.368 -0.135  -0.27
C1 0.639 -0.689 0.107  -0.07
S1 -0.205 -0.497 1.781  0.28
C2 -1.145 0.931 1.452  -0.71
C3 -1.719 0.801 -0.045  0.43
O1 -2.718 1.409 -0.497  -0.53
S2 -0.472 -0.013 -1.075  0.24
H1 2.000 -0.206 -1.890  0.39
H2 2.839 -2.035 -1.549  0.41
H3 -0.738 2.103 1.325  0.27
H4 -2.127 0.813 2.033  0.28

Results
highest occupied orbital energy	-8.81	eV
net charge	0

Of them, a has the lowest stability.